(1)
Below is C35H39AsN7O3S5TaTe as an isolated structure, with properties calculated with ωB97M-V/def2-TZVPD.

For the frontier orbital gap, the calculation gives 5.85 eV. The calculated total energy is -177363.482 eV. Its spin multiplicity is 1.

Geometry (Å):
C 10.1283 10.0385 11.1551
As 8.4893 19.5201 12.4166
C 11.6369 15.8051 13.7994
H 14.0096 10.6742 12.5911
Te 12.2834 12.2649 10.6933
S 13.4184 15.7264 10.2778
C 12.1629 16.3768 15.0023
H 11.8931 13.1741 7.2327
H 15.5082 17.3268 10.6564
H 9.3369 11.4548 9.7524
H 10.1177 17.1439 5.8226
C 9.7124 16.8352 6.7524
H 13.0684 18.0766 15.9339
H 8.1261 7.8485 13.7714
C 18.5994 17.4439 14.2542
H 13.5388 10.1525 14.2446
H 12.0137 15.8368 15.9478
C 12.3659 17.7193 12.6130
C 9.8511 15.2879 6.8496
H 12.4547 13.3950 5.5020
H 15.2568 17.7623 13.7846
H 11.3820 15.3060 5.2650
N 11.8174 16.4737 12.5982
C 9.6109 10.4349 9.8247
C 17.9958 16.5937 12.0956
C 16.6589 16.9702 12.3540
H 13.4235 19.1923 13.6659
H 9.3970 7.7343 15.0443
H 10.4110 17.2734 7.4515
H 20.0279 16.8328 12.7725
H 16.9750 18.3151 15.4066
C 11.9310 10.1035 12.8332
C 9.0543 13.7683 12.8249
H 10.8921 12.7802 5.8152
S 6.8278 20.0630 13.8837
C 6.7367 12.2658 13.2196
H 8.7684 9.8896 9.4794
C 7.7442 13.4817 7.9099
H 19.3544 17.7870 15.0227
H 9.0971 13.9565 14.9845
C 8.2666 13.4181 11.6995
O 10.7436 15.0971 9.0065
H 13.1218 11.7821 13.5486
N 8.8167 13.9331 8.6833
H 8.4259 8.8578 11.7753
C 14.7026 15.7261 11.4842
N 15.6534 16.6851 11.4087
H 6.5787 12.1342 11.1494
C 9.7062 14.7956 8.2965
H 5.7787 11.7490 13.2490
H 7.0963 13.4246 5.9695
N 10.9729 14.6527 13.8114
H 12.4434 18.2416 11.6734
H 10.3258 10.3417 9.0133
S 8.5324 17.2791 12.3300
S 6.2280 20.0783 11.8805
C 18.9799 16.9627 13.0156
C 11.6403 13.4745 6.2218
O 8.7329 14.7419 4.6843
O 6.8110 12.8772 8.3955
Ta 11.0727 15.1522 10.9121
N 10.2872 14.4428 12.6158
C 9.2199 7.6094 13.9612
C 16.2777 17.4806 13.5870
H 7.6469 17.4222 6.1539
C 11.3544 10.6078 11.6210
C 11.2660 14.9393 6.2772
C 8.5573 13.5503 14.1411
C 7.3411 12.8641 14.2878
H 18.1643 15.9990 11.1890
H 15.6209 14.7042 12.9738
N 7.8569 13.8294 6.5801
C 12.7750 17.5929 14.9910
H 14.2720 13.8606 12.2645
H 11.7178 8.7937 14.4646
C 13.2107 10.7169 13.3799
C 12.9286 18.2461 13.7647
S 9.5554 16.9367 10.6050
H 6.9548 12.6354 15.3176
C 10.0285 8.6121 13.1386
C 7.1736 12.5829 11.9174
C 11.2606 9.1174 13.5476
C 8.3558 17.4837 7.0069
H 7.7837 17.1858 7.8601
C 17.2569 17.7292 14.5176
H 12.0211 15.4724 6.8568
H 8.5809 13.6787 10.6688
C 9.4358 9.1219 11.9808
H 8.5145 18.5599 7.2039
H 9.2948 6.5639 13.6917
N 14.8038 14.7468 12.3854
C 8.7726 14.6412 5.9556

Atom charges from the Mulliken analysis, given in e for atoms 1 to 5: 0.949, 0.343, 0.244, 0.328, -0.021

***

(2)
Below is C35H39Br29F3O4 as an isolated structure, with properties calculated with ωB97M-V/def2-TZVPD.

The total charge is -1. For the frontier orbital gap, the calculation gives 5.52 eV. The calculated total energy is -2084479.674 eV. Its spin multiplicity is 1.

Geometry (Å):
Br 2.0942 -3.2817 -4.7197
C -0.0317 -1.8944 2.4419
H 1.3475 -2.2221 5.7879
C 3.2891 5.2554 -4.6556
Br -5.3327 -13.3044 -5.8252
H -0.5840 7.1971 -2.1128
O -2.8313 -3.0173 1.2221
C 3.3721 2.6786 -3.6487
H 2.2059 5.5686 -5.0378
C 1.2316 1.4273 -2.4044
Br -6.6782 -10.9379 -4.1007
H -7.1603 -2.3952 3.1686
C 2.1499 6.9266 -1.0534
H 3.8871 3.0119 -2.6521
Br 7.1780 -1.9200 13.4329
Br 0.2097 -10.2007 -2.3828
O 3.4568 0.7412 -1.1043
H -2.1592 -9.4905 -2.0497
H 2.8173 -3.9159 -2.4170
H 4.7414 3.5600 -5.3817
C 1.9867 5.8915 -2.3335
Br -5.4508 1.2532 0.2575
C -2.9173 7.0996 3.0299
C 1.3546 -0.1212 0.0256
C -2.5421 -4.8880 -1.7484
Br 5.1347 -1.5863 8.6439
H -3.8454 6.9814 3.5987
C 1.6010 -1.6062 2.5380
Br -2.4706 -11.9661 -2.0932
H 4.2521 5.1539 -2.4740
C 2.2109 -1.6339 5.2378
C -6.4259 2.9297 0.1084
Br -6.9318 3.3119 -1.7306
C -2.5378 -2.9642 -5.9684
C -0.9224 -1.3017 1.1561
C 2.7313 -2.9435 -2.9131
H 2.9159 3.3164 -5.7949
C -1.5741 -10.3073 -1.6144
C 3.5975 -1.8174 6.1490
H 1.6310 4.8587 -1.8698
H 3.8738 6.8702 -3.1567
C -1.2146 5.3485 -0.7414
C 2.5581 -2.1882 3.7348
C -2.5394 5.1036 -1.6957
Br -1.0815 -3.8394 -2.4909
Br 7.7588 -0.4309 10.6347
H -3.5185 4.9380 -1.0559
C -0.6164 6.8831 -0.9845
Br -6.0114 -4.6010 3.3722
Br -1.9423 8.5782 3.8346
Br -1.4190 -2.1907 -7.3591
C 0.7853 7.0995 -0.1612
H 3.8539 1.6293 -3.9465
Br -5.1964 -1.9782 1.6867
Br -1.8966 -6.4622 -0.8053
H 1.4278 1.9761 -4.6080
Br -3.8648 -5.3453 -3.0995
O -2.3436 -0.1459 -1.6621
H 1.1896 3.4958 -3.5196
H 0.7624 8.2183 0.2499
Br -5.4510 4.4083 0.9131
Br 4.5501 -3.5669 5.7594
H 4.0393 5.9209 -5.3024
H 3.4054 -0.4899 1.3601
C -1.0486 0.1676 -1.3779
H 2.3979 -3.3700 3.7667
H -0.3991 4.5226 -0.8967
C 3.3079 -1.8217 7.7705
C 8.2744 -1.8792 11.8267
Br -4.2788 -3.4974 -6.6530
H -2.0367 -3.8752 -5.6248
C 1.7586 2.4518 -3.5641
C -6.6569 -3.0268 2.4292
F 2.8988 -3.2316 8.1174
C -0.2559 -0.4190 -0.0541
O -3.6479 -0.7567 1.0806
H 2.5921 7.9586 -1.4175
Br -6.6388 -13.9479 -2.9504
Br 4.5051 -2.1449 -2.9087
C 2.2471 -0.7112 1.3098
H -2.6779 6.0603 -2.3605
H 1.9169 -0.4975 5.2827
Br 1.4609 -1.8907 -1.8827
C -5.7168 -12.6279 -4.0422
Br 8.2867 -3.5975 10.9148
F 2.3307 -0.8056 8.2253
H -0.9251 1.6403 -3.2876
H 2.9634 6.4269 -0.3410
C 2.0989 0.7357 -1.2042
H 0.7527 6.3952 0.7785
C -2.5139 -1.6948 1.1518
Br -1.9421 5.4231 3.1789
H 9.3025 -1.6795 12.1462
Br -3.4231 7.4818 1.1908
H -3.0455 -4.2565 -1.0090
H -7.3541 2.8115 0.6773
C -0.2573 1.1286 -2.4404
Br -2.6953 -1.7870 -4.4278
Br -1.5512 -10.0264 0.3104
C 3.6541 3.6809 -4.9309
H -1.4167 7.6037 -0.4696
H 3.6669 -1.8927 3.4907
H -1.5633 5.2616 0.3965
F 4.5917 -0.7386 5.8936
H -2.3748 4.1375 -2.3472
H 1.1669 6.3296 -3.0823
C 3.4647 5.7500 -3.1025
Br -7.9796 -3.4841 1.0781
H -0.5960 -2.5537 3.2508
H -4.7533 -12.4313 -3.5605

Atom charges from the Mulliken analysis, given in e for atoms 1 to 5: -0.067, -0.631, 0.316, -0.635, -0.014